1.
Entry from the OMol25 dataset: a structure of composition C16H37As3PdSi (the ωB97M-V functional and the def2-TZVPD basis).

The geometry in XYZ format:
```
58
Properties=species:S:1:pos:R:3:mulliken_charge:R:1
Pd 0.00 0.00 0.00 -0.648
C 4.30 0.94 0.07 -1.048
As 2.57 0.00 0.04 0.772
C 2.93 -0.89 -1.68 -1.156
C 3.02 -1.61 1.16 -1.288
C 2.76 -1.54 2.71 2.261
C 3.23 -2.88 3.33 -1.881
C 1.23 -1.49 3.06 -1.737
As 0.04 0.00 2.48 0.930
C -1.50 -0.57 3.57 -1.080
C 0.60 1.40 3.76 -1.140
C 3.49 -0.34 3.38 -1.352
As 5.49 -0.19 3.66 0.415
C 5.76 -1.48 5.13 -1.104
C 6.37 -1.27 2.26 -0.928
H 5.11 0.27 -0.26 0.339
H 4.52 1.34 1.08 0.316
H 4.25 1.79 -0.64 0.445
H 3.92 -1.40 -1.65 0.404
H 2.93 -0.13 -2.49 0.382
H 2.14 -1.64 -1.88 0.421
H 4.08 -1.85 0.95 0.443
H 2.42 -2.45 0.76 0.517
H 2.66 -3.73 2.91 0.475
H 3.09 -2.88 4.43 0.456
H 4.28 -3.10 3.11 0.313
H 1.11 -1.56 4.16 0.626
H 0.74 -2.40 2.63 0.496
H -1.18 -0.74 4.62 0.395
H -1.92 -1.51 3.16 0.427
H -2.27 0.22 3.55 0.418
H 0.73 0.97 4.77 0.447
H -0.17 2.19 3.79 0.479
H 1.55 1.87 3.43 0.302
H 3.10 -0.22 4.42 0.527
H 3.20 0.57 2.83 -0.143
H 5.20 -1.14 6.03 0.327
H 6.84 -1.52 5.38 0.391
H 5.43 -2.50 4.87 0.329
H 6.25 -0.80 1.27 0.145
H 6.03 -2.31 2.22 0.283
H 7.46 -1.30 2.48 0.413
C -1.47 5.75 0.99 -0.922
Si 0.00 5.11 0.00 -0.084
C -0.12 5.75 -1.76 -0.929
C 1.58 5.75 0.78 -0.925
C 0.00 3.23 0.00 -1.509
C 0.00 2.04 0.00 1.893
H -1.48 6.84 0.99 0.316
H -1.42 5.40 2.02 0.296
H -2.41 5.40 0.55 0.334
H -0.13 6.84 -1.77 0.320
H -1.04 5.40 -2.24 0.325
H 0.72 5.40 -2.36 0.306
H 1.59 6.85 0.79 0.317
H 2.45 5.40 0.22 0.323
H 1.67 5.40 1.81 0.305
H -1.69 0.00 0.00 0.247
```

Properties
Charge   +2
Electronic energy   -211044.3659 eV
HOMO   -13.74 eV

2.
Entry from the OMol25 dataset: an isolated molecule of C5H11FN2 (the ωB97M-V functional and the def2-TZVPD basis).

The geometry in XYZ format:
```
19
Properties=species:S:1:pos:R:3:mulliken_charge:R:1
C -1.30 1.73 0.70 -0.891
N -0.45 0.58 0.93 -0.289
C 0.83 0.83 1.54 -0.490
C 0.75 0.50 0.10 -0.044
C 1.10 -0.87 -0.43 0.104
F 2.37 -0.76 -1.01 -0.362
C 0.13 -1.37 -1.51 -0.743
N -1.17 -1.83 -0.98 -0.632
H -1.90 1.95 1.59 0.314
H -0.70 2.63 0.45 0.360
H -1.97 1.51 -0.12 0.268
H 1.07 1.85 1.80 0.307
H 1.19 0.11 2.26 0.235
H 0.94 1.29 -0.63 0.337
H 1.15 -1.60 0.37 0.274
H -0.05 -0.57 -2.25 0.353
H 0.61 -2.20 -2.04 0.347
H -1.52 -1.12 -0.34 0.293
H -1.05 -2.67 -0.44 0.259
```

Properties
Energy relative to the best compared isomer or geometry (same formula, charge and spin)   1.095 eV
Electronic energy   -11059.8788 eV
HOMO   -9.09 eV
SMILES   CN1C[C@H]1[C@H](F)CN